C36H28Br2ClN7O5STl as an isolated structure at a distorted geometry, computed with ωB97M-V/def2-TZVPD.

CARTESIAN COORDINATES (ANGSTROEM)
Tl1 1.440 0.361 -1.337
O1 3.250 4.274 3.286
C1 3.161 3.118 3.893
O2 3.595 2.924 5.009
C2 2.499 2.021 3.127
C3 2.298 0.742 3.597
Cl1 2.637 0.061 5.116
N1 1.773 -0.004 2.596
N2 1.608 0.746 1.478
C4 2.032 1.961 1.789
C5 1.840 3.102 0.799
O3 2.220 4.238 1.186
O4 1.307 2.843 -0.294
C6 1.416 -1.378 2.694
C7 0.461 -1.779 3.617
C8 0.096 -3.114 3.678
C9 0.694 -4.042 2.837
C10 1.669 -3.633 1.938
C11 2.027 -2.298 1.862
H1 2.784 4.261 2.355
H2 0.001 -1.050 4.272
H3 -0.657 -3.430 4.390
H4 0.401 -5.084 2.886
H5 2.151 -4.352 1.288
H6 2.750 -1.960 1.134
Br1 3.640 -4.894 -1.692
C12 4.670 -3.356 -1.245
C13 6.025 -3.502 -0.982
C14 6.774 -2.400 -0.655
Br2 8.645 -2.651 -0.338
C15 6.193 -1.122 -0.553
C16 6.900 0.057 -0.229
C17 6.231 1.242 -0.102
C18 4.841 1.263 -0.306
N3 4.163 0.197 -0.655
C19 4.795 -0.988 -0.796
C20 3.974 -2.127 -1.202
O5 2.741 -2.024 -1.463
H7 6.486 -4.479 -1.039
H8 7.970 0.009 -0.084
H9 6.752 2.155 0.153
H10 4.278 2.184 -0.193
N4 -1.587 0.600 -2.139
C21 -2.003 1.489 -1.526
N5 -2.450 2.473 -0.761
C22 -2.003 3.834 -1.063
C23 -2.976 4.503 -2.033
C24 -4.399 4.449 -1.467
C25 -4.812 3.006 -1.164
C26 -3.796 2.378 -0.211
H11 -0.988 3.784 -1.453
H12 -1.975 4.391 -0.122
H13 -2.944 3.984 -2.995
H14 -2.674 5.539 -2.200
H15 -5.103 4.905 -2.166
H16 -4.434 5.031 -0.539
H17 -4.848 2.424 -2.090
H18 -5.807 2.982 -0.713
H19 -4.024 1.329 -0.014
H20 -3.803 2.920 0.739
S1 -4.293 -3.698 -0.923
C27 -2.777 -2.802 -0.583
C28 -2.768 -1.739 0.306
C29 -1.581 -1.044 0.467
N6 -0.465 -1.356 -0.174
C30 -0.467 -2.407 -0.989
C31 -1.605 -3.167 -1.226
C32 -5.109 -2.380 -1.823
C33 -5.023 -2.324 -3.205
C34 -5.698 -1.304 -3.862
N7 -6.414 -0.375 -3.237
C35 -6.473 -0.431 -1.911
C36 -5.845 -1.411 -1.155
H21 -3.659 -1.456 0.848
H22 -1.521 -0.197 1.144
H23 0.481 -2.638 -1.468
H24 -1.578 -4.008 -1.904
H25 -4.444 -3.057 -3.749
H26 -5.666 -1.231 -4.944
H27 -7.065 0.341 -1.429
H28 -5.935 -1.429 -0.078

Its maximum force is 0.0283 hartree/bohr. The value obtained for the HOMO energy is -4.6868 eV. Its energy is -8327.22361 Ha. For the HOMO-LUMO gap, the calculation gives 6.491 eV. As for the charge: -1.

Here are the Löwdin charges for atoms 1 to 6, given in e: Tl 0.93; O 0.10; C -0.54; O 0.04; C -0.05; C -0.58